The following is a DFT calculation (ωB97M-V/def2-TZVPD) of a molecular structure, C35H52O2P4Tb at a distorted geometry.

The geometry in XYZ format:
```
94
Properties=species:S:1:pos:R:3
C 3.20 3.94 -0.51
H -2.56 1.28 -3.33
C -0.69 2.54 2.86
H 1.93 3.40 4.42
H 2.75 1.88 -0.03
H 3.49 6.07 -0.75
H -2.54 2.59 0.58
C 2.23 5.61 0.94
H 2.13 -7.34 -5.16
P -0.18 1.08 -2.71
H 1.94 -0.68 3.01
C -0.09 -3.16 -2.96
H 1.28 1.31 -4.66
H -3.52 2.72 -0.92
C -2.70 -3.50 0.42
H -0.35 -3.04 3.31
H -2.51 0.40 2.06
C 2.82 -0.34 4.96
C 3.14 0.61 5.94
H 0.71 3.23 -1.96
H -3.83 3.98 4.66
C 1.85 1.41 3.59
C 2.42 -3.63 -4.09
H -2.83 1.82 5.42
H -4.28 0.39 1.89
O 1.04 -1.80 -1.34
C -2.72 2.15 -0.41
P 0.87 1.97 2.20
H -2.86 5.17 2.69
H -2.98 -4.33 1.08
C 2.83 1.96 5.75
C -1.31 3.70 2.37
O 0.61 0.77 1.24
H 3.24 -2.67 -2.32
H -3.36 -1.11 1.62
C 2.19 2.36 4.57
H 3.40 -3.92 -4.46
H -3.51 -2.75 0.41
C 2.58 2.93 0.23
H -0.06 -4.52 -0.31
C 2.81 -6.57 -5.53
C 2.36 -2.99 -2.86
H -0.21 -4.99 1.42
C 1.25 -3.98 -4.78
H -0.89 4.23 1.51
H 1.34 -4.41 -5.79
C 1.09 -2.65 -2.35
C 0.01 -3.86 -4.16
C -1.66 0.82 -3.76
H 3.07 -1.39 5.10
H 1.05 -3.83 0.89
H -2.58 -3.87 -0.61
H 0.45 3.21 -3.73
C 1.61 4.60 1.69
H -1.50 1.23 -4.77
H 2.10 6.65 1.24
C 0.02 -4.17 0.73
H 4.47 -5.29 -5.24
H -2.34 -0.51 -0.97
C 3.01 5.28 -0.17
H -0.83 0.90 4.27
C 2.19 0.06 3.78
H -0.95 3.42 -2.63
C -2.98 3.56 4.13
H 3.82 3.67 -1.36
H 2.63 -6.24 -6.56
C 1.74 3.26 1.31
C -2.44 4.22 3.03
H -5.54 0.78 -0.53
P -1.12 -2.76 1.00
H -1.80 2.28 -1.01
C -4.79 0.18 -1.05
C 3.86 -6.11 -4.83
H 2.08 0.48 -3.28
H 1.01 4.87 2.56
P -3.21 0.43 -0.25
H -1.69 -1.87 3.18
H 3.07 2.70 6.50
H -1.06 -2.95 -2.50
C -2.42 2.35 4.56
C -3.34 -0.02 1.48
H -1.85 -0.26 -3.86
H -0.89 -4.29 -4.61
C -1.29 1.83 3.92
H 0.92 -0.41 -4.30
H -4.73 0.49 -2.10
C -1.32 -2.84 2.83
C 0.02 2.91 -2.76
H 3.63 0.29 6.86
C 1.15 0.57 -3.86
H -2.04 -3.63 3.10
H -5.07 -0.88 -1.01
H 4.19 -6.53 -3.88
Tb -0.17 -0.44 -0.30
```

Output
Net charge   +3
HOMO (spin up / spin down)   -14.221 / -14.232 eV
ΔE to the lowest compared entry with this formula, charge and spin   49.10 kcal per mole
Spin multiplicity   7
Largest force on an atom   3.5 eV/A
Orbital gap (spin up / spin down)   4.8 / 5.2 eV
Expectation value of S²   12.608
LUMO level (spin up / spin down)   -9.47 / -9.02 eV